Here is a 8-piece molecular cluster, C50H114N10O10 overall in a non-equilibrium geometry from the Open Molecules 2025 dataset. Energies are from the ωB97M-V functional and the def2-TZVPD basis.

LUMO (eV): 0.4
SMILES: CC1(C)CCCC(C)(C)N1O.CC1(C)CCCC(C)(C)N1O.CC1(C)CCCC(C)(C)N1O.CC1(C)CCCC(C)(C)N1O.COCCNCCOC.COCCNCCOC.NC(N)=O.NC(N)=O

Element x y z (Å)
C  32.30  -12.95  10.38
O  30.88  -12.93  10.79
C  30.69  -13.22  12.12
C  29.19  -13.35  12.46
N  28.39  -12.25  11.90
C  26.99  -12.37  12.34
C  26.12  -13.39  11.51
O  25.57  -12.79  10.38
C  24.75  -13.52  9.59
H  32.38  -12.38  9.45
H  32.60  -14.00  10.32
H  33.07  -12.51  11.01
H  31.36  -12.71  12.80
H  30.95  -14.27  12.27
H  28.90  -13.58  13.48
H  28.74  -14.14  11.86
H  28.55  -12.18  10.90
H  26.63  -11.34  12.29
H  26.88  -12.65  13.38
H  25.38  -13.98  12.05
H  26.69  -14.27  11.21
H  25.21  -14.44  9.24
H  24.42  -12.96  8.71
H  23.74  -13.57  10.01
C  18.34  -9.73  6.04
O  19.10  -10.59  5.09
C  18.69  -10.66  3.73
C  17.16  -10.81  3.39
N  16.90  -12.19  3.79
C  15.66  -12.78  3.32
C  14.42  -11.94  3.75
O  13.26  -12.60  3.56
C  12.19  -11.81  3.93
H  19.00  -9.88  6.89
H  17.32  -10.05  6.21
H  18.17  -8.66  5.95
H  19.29  -11.51  3.41
H  19.03  -9.69  3.34
H  16.81  -10.82  2.36
H  16.48  -10.28  4.06
H  17.31  -12.38  4.69
H  15.62  -13.84  3.57
H  15.76  -12.86  2.23
H  14.53  -11.05  3.14
H  14.50  -11.53  4.76
H  11.29  -12.25  3.51
H  12.38  -10.86  3.42
H  12.23  -11.49  4.97
C  19.87  -12.45  0.88
C  21.04  -11.56  0.59
C  20.60  -10.67  -0.58
C  21.53  -9.51  -0.71
C  21.83  -8.76  0.57
C  22.39  -9.54  1.72
N  21.60  -10.83  1.81
O  22.16  -11.66  2.83
C  23.92  -9.73  1.59
C  22.13  -8.60  2.96
C  22.16  -12.55  0.17
H  19.05  -11.81  1.19
H  19.94  -13.00  1.82
H  19.57  -12.98  -0.02
H  20.62  -11.28  -1.48
H  19.57  -10.33  -0.66
H  21.12  -8.84  -1.46
H  22.55  -9.80  -0.99
H  21.04  -8.06  0.82
H  22.70  -8.23  0.18
H  24.45  -10.09  0.70
H  24.44  -8.87  2.01
H  24.25  -10.51  2.28
H  21.06  -8.64  3.14
H  22.72  -8.84  3.84
H  22.38  -7.54  2.83
H  23.04  -11.99  -0.15
H  22.02  -13.18  -0.71
H  22.58  -13.21  0.93
H  21.35  -11.90  3.27
C  16.47  -12.60  7.44
C  15.14  -13.12  7.99
C  15.50  -13.83  9.36
C  16.05  -12.94  10.51
C  15.17  -11.70  10.72
C  14.56  -11.07  9.47
N  14.19  -11.98  8.36
O  13.62  -11.35  7.26
C  13.23  -10.53  9.91
C  15.50  -9.87  9.06
C  14.49  -14.08  7.02
H  16.25  -12.09  6.50
H  17.23  -13.37  7.34
H  16.89  -11.80  8.05
H  14.60  -14.30  9.73
H  16.16  -14.70  9.30
H  17.09  -12.63  10.39
H  16.13  -13.57  11.39
H  15.82  -10.97  11.21
H  14.57  -11.83  11.62
H  13.30  -9.92  10.81
H  12.75  -10.00  9.08
H  12.45  -11.25  10.14
H  15.67  -9.83  7.98
H  15.12  -8.91  9.40
H  16.53  -9.95  9.42
H  13.47  -14.36  7.29
H  15.11  -14.97  6.87
H  14.46  -13.43  6.16
H  12.72  -11.13  7.51
C  29.22  -10.58  9.36
C  28.54  -9.95  8.14
C  29.36  -10.54  6.96
C  28.85  -9.96  5.71
C  27.33  -10.45  5.54
C  26.35  -9.96  6.75
N  27.10  -10.30  8.00
O  26.37  -10.00  9.18
C  25.84  -8.50  6.53
C  25.17  -10.95  6.79
C  28.78  -8.47  8.24
H  29.08  -9.98  10.26
H  28.78  -11.56  9.59
H  30.26  -10.83  9.16
H  30.41  -10.29  7.07
H  29.26  -11.62  6.87
H  28.92  -8.88  5.73
H  29.45  -10.24  4.84
H  27.21  -11.52  5.39
H  26.79  -10.20  4.64
H  26.11  -7.87  7.37
H  24.76  -8.42  6.41
H  26.33  -8.22  5.59
H  24.53  -10.68  7.63
H  25.61  -11.93  6.98
H  24.68  -10.95  5.81
H  28.31  -7.94  9.07
H  29.81  -8.25  8.52
H  28.44  -7.86  7.40
H  26.31  -10.91  9.50
C  20.22  -9.31  10.04
C  21.63  -8.78  10.05
C  21.68  -7.41  10.66
C  21.71  -7.31  12.23
C  22.83  -8.28  12.82
C  22.72  -9.73  12.26
N  22.52  -9.76  10.79
O  22.65  -10.94  10.17
C  24.03  -10.34  12.66
C  21.44  -10.40  12.92
C  22.17  -8.68  8.56
H  20.23  -10.37  9.79
H  19.69  -8.67  9.33
H  19.81  -9.01  11.00
H  22.64  -6.99  10.37
H  20.81  -7.01  10.14
H  20.80  -7.57  12.77
H  21.98  -6.35  12.67
H  22.99  -8.30  13.90
H  23.83  -8.00  12.48
H  25.00  -9.97  12.32
H  24.01  -10.39  13.75
H  24.10  -11.37  12.32
H  21.75  -10.56  13.95
H  20.46  -9.95  13.02
H  21.27  -11.35  12.41
H  21.77  -7.80  8.06
H  21.82  -9.53  7.97
H  23.25  -8.53  8.48
H  23.54  -10.79  9.83
C  20.91  -16.53  8.06
O  20.13  -17.45  8.18
N  21.73  -16.41  7.09
N  21.01  -15.54  8.86
H  21.48  -16.99  6.30
H  22.00  -15.45  6.90
H  21.91  -15.11  8.71
H  20.49  -15.60  9.72
C  21.14  -12.45  7.05
O  21.92  -13.22  7.54
N  21.55  -11.34  6.37
N  19.84  -12.55  7.20
H  20.73  -10.94  5.93
H  22.32  -10.93  6.86
H  19.63  -13.49  7.51
H  19.25  -11.92  6.68

Löwdin population analysis, charges in e, atoms 1 to 99: -0.06 -0.19 -0.25 -0.18 -0.07 -0.15 -0.20 -0.20 -0.14 0.08 0.08 0.08 0.12 0.11 0.12 0.10 0.04 0.09 0.11 0.12 0.11 0.11 0.06 0.09 -0.04 -0.26 -0.17 -0.15 -0.10 -0.17 -0.29 -0.15 -0.11 0.07 0.06 0.10 0.09 0.11 0.12 0.10 0.09 0.12 0.11 0.11 0.10 0.10 0.08 0.08 -0.06 -0.47 -0.14 -0.19 -0.17 -0.47 -0.07 -0.02 -0.04 -0.03 -0.04 0.06 0.08 0.10 0.12 0.12 0.12 0.11 0.12 0.12 0.08 0.08 0.07 0.06 0.07 0.08 0.07 0.08 0.08 0.07 -0.04 -0.46 -0.12 -0.17 -0.15 -0.48 -0.10 -0.03 -0.06 -0.02 -0.01 0.06 0.09 0.06 0.11 0.11 0.10 0.11 0.11 0.11 0.09